Entry from the OMol25 dataset: a 2-piece molecular cluster, C6H12N2O overall (ωB97M-V/def2-TZVPD).

Geometry (Å):
C1 0.56435 2.06673 -0.05778
C2 1.85263 0.10598 -0.72451
N1 0.52356 0.63719 -0.39427
C3 0.23409 -1.06682 1.71807
O1 1.22202 -0.85495 2.41842
H1 0.17940 -1.96125 1.07049
H2 2.20068 0.51151 -1.67979
H3 0.74125 2.67310 -0.95105
H4 1.32294 2.25791 0.70726
H5 -0.39329 2.36152 0.38384
H6 1.84843 -0.98608 -0.77487
H7 2.56356 0.38450 0.06002
C4 -0.64058 0.15707 -1.08652
C5 -2.11782 -0.85231 1.59695
C6 -0.77589 -0.98327 -1.78518
N2 -0.97107 -0.36048 1.86390
H8 -1.33912 0.96274 -1.30918
H9 -2.96402 -0.51802 2.21463
H10 -2.29497 -1.57636 0.78668
H11 -1.57506 -1.10124 -2.50661
H12 -0.18110 -1.85747 -1.55050

Cartesian forces (eV/Å) of the 6 atoms listed first:
-0.7 -0.6 0.1
-0.6 -0.1 0.1
-0.8 -0.7 0.0
1.4 -0.2 0.7
-2.1 -0.1 -1.6
0.1 0.1 -0.2

## Properties
electronic energy: -420.46284 a.u.
ΔE to the lowest compared entry with this formula, charge and spin: 76.0 kcal/mol
orbital gap: 8.20 eV
F_max: 2.8 eV/Å
SMILES string: C=CN(C)C.C=NC=O
highest occupied orbital energy: -8.155 eV
molar mass: 128.2 g/mol